[1]
# C10H20N2PPbS

C10H20N2PPbS as an isolated structure (ωB97M-V with the def2-TZVPD basis set, the OMol25 dataset).

Last column: Mulliken charge in e.
Cartesian coordinates (Å):
1 C 0.38775 0.18438 -3.88225  -0.513
2 C -0.15435 -0.23489 -5.06518  -0.257
3 C -0.81624 -1.50016 -5.19703  -0.559
4 C -0.57208 -2.53656 -4.23562  -0.245
5 C 0.00384 -2.29696 -3.01261  -0.382
6 Pb -1.14592 -0.49231 -2.47501  0.561
7 P -0.08361 2.65122 -1.37706  -0.177
8 H 1.10824 1.00369 -3.68733  0.468
9 H -0.09852 0.38396 -5.97789  0.344
10 H -1.30379 -1.75502 -6.15452  0.430
11 H 0.48443 -3.01404 -2.31455  0.380
12 H -0.87704 -3.55606 -4.54052  0.356
13 H -1.06017 3.26734 -0.53966  0.096
14 H 0.12116 3.81423 -2.16749  0.098
15 H 1.01584 2.89002 -0.49928  0.084
16 C 1.96917 0.14781 4.22948  -1.140
17 C 1.54098 0.68435 2.87648  -0.419
18 N 1.50753 -0.43521 1.87583  -0.261
19 C 0.59368 -0.42829 0.85056  0.365
20 S 1.12277 -0.54054 -0.75779  -0.450
21 N -0.70266 -0.33335 1.17135  0.173
22 C -1.28093 -0.57706 2.51128  -0.368
23 C -2.22447 0.56343 2.83562  -1.037
24 H 1.39498 -0.74519 4.49759  0.320
25 H 1.80209 0.91104 4.99624  0.333
26 H 3.03557 -0.10058 4.22589  0.347
27 H 0.56612 1.18531 2.92469  0.184
28 H 2.26236 1.44315 2.52577  0.397
29 H 2.44350 -0.60015 1.50488  0.342
30 H -1.36750 -0.32610 0.39648  0.049
31 H -1.81739 -1.53812 2.48218  0.379
32 H -0.46542 -0.67759 3.23146  0.144
33 H -3.05886 0.58241 2.12519  0.334
34 H -2.63022 0.45217 3.84358  0.344
35 H -1.70085 1.52366 2.77926  0.282

Output
HOMO level (spin up / spin down): -11.42 / -11.39 eV
Maximum force: 2.95 eV Å⁻¹
Net charge: +1
Relative energy (zero: lowest compared OMol25 entry of this formula, charge and spin): 18.45 kcal per mole
E_LUMO (spin up / spin down): -5.022 / -5.017 eV

---

[2]
# C10H20N3O2

C10H20N3O2 as an isolated structure (ωB97M-V with the def2-TZVPD basis set, the OMol25 dataset).

Last column: Mulliken charge in e.
Cartesian coordinates (Å):
1 C -1.02819 0.98763 1.98971  0.726
2 C -0.95719 1.29549 -0.49041  0.933
3 C -0.26306 -2.41691 -2.86572  -0.546
4 C -1.49808 -1.35592 -2.89974  -0.627
5 C 0.35309 -1.28793 -2.14714  -0.187
6 C -0.98106 -0.20777 2.74258  -0.801
7 C -0.69616 2.31186 -3.61193  -0.927
8 C 1.92724 -1.11609 4.38763  -1.019
9 C 2.36460 -0.27187 2.21864  -0.937
10 C -1.35326 2.97569 -2.38989  -0.336
11 N -0.49665 -0.35560 -2.30947  -0.130
12 N -1.09073 2.32542 -1.08902  -0.267
13 N 1.52121 -1.20923 3.00659  -0.430
14 O -1.26400 2.10121 2.14460  -0.335
15 O -0.77332 0.52385 0.44458  -0.376
16 H -0.36765 -3.32646 -2.26765  0.284
17 H -0.14664 -2.56170 -3.89600  0.273
18 H -1.80101 -1.25833 -3.94095  0.297
19 H -2.31562 -1.61167 -2.31487  0.281
20 H 1.28744 -1.17399 -1.59046  0.379
21 H 0.11840 -0.52271 2.96106  0.176
22 H -1.62022 -0.06149 3.62680  0.387
23 H -1.29272 -1.07524 2.25145  0.316
24 H -1.02515 1.27136 -3.77923  0.136
25 H -0.90163 2.85534 -4.51777  0.396
26 H 0.31004 1.98332 -3.51444  0.360
27 H 1.43953 -0.23732 4.77473  0.300
28 H 1.73203 -1.95804 4.86820  0.414
29 H 3.01786 -1.06322 4.55969  0.363
30 H 2.01979 0.72731 2.41113  0.360
31 H 3.34866 -0.36742 2.49814  0.464
32 H 2.21966 -0.42883 1.16731  0.166
33 H -1.18496 3.99150 -2.33827  0.381
34 H -2.41319 2.70689 -2.65258  0.213
35 H 1.81094 -2.18914 2.56272  0.312

Output
HOMO level: -12.70 eV
Maximum force: 4.65 eV Å⁻¹
Net charge: +1
Relative energy (zero: lowest compared OMol25 entry of this formula, charge and spin): 133.83 kcal per mole
E_LUMO: -3.117 eV